1.
# C38H31BrN8O4RuS2

C38H31BrN8O4RuS2 as an isolated structure (ωB97M-V with the def2-TZVPD basis set, the OMol25 dataset).

Results
- net charge = +1
- energy relative to the best compared isomer or geometry (same formula, charge and spin) (kJ/mol) = 0.0
- calculated total energy (eV) = -154310.1312
- Kohn-Sham gap (spin up / spin down) (Eh) = 0.20801 / 0.20605
- 2S+1 = 2
- <S²> = 0.7916

Last column: Mulliken spin population.
Element x y z (Å)
Ru  -0.4188  -0.0575  -0.3623  0.000
O  1.0306  3.6375  -2.3861  0.000
C  0.5607  4.5139  -1.4704  0.000
C  0.9111  5.8534  -1.6344  0.000
C  0.4815  6.8005  -0.7280  0.000
C  -0.3098  6.4348  0.3603  0.000
C  -0.6542  5.1105  0.5280  -0.001
C  -0.2238  4.1295  -0.3717  0.000
C  -0.5593  2.7160  -0.1241  0.000
O  -0.3068  1.8443  -1.0608  0.000
N  -1.0673  2.3701  1.0230  0.000
N  -1.3316  0.9917  1.0451  0.000
C  -2.3079  0.6675  1.8132  0.000
S  -2.7264  -1.0113  2.0940  0.000
C  -3.6945  -0.6479  3.5857  0.000
C  -4.4166  0.6607  3.3379  0.000
S  -3.2136  1.8629  2.6998  0.000
H  0.6105  2.7773  -2.1898  0.000
H  1.5205  6.1207  -2.4872  0.000
H  0.7596  7.8366  -0.8715  0.000
H  -0.6543  7.1809  1.0630  0.000
H  -1.2616  4.7998  1.3675  0.000
H  -3.0200  -0.5750  4.4374  0.000
H  -4.3877  -1.4731  3.7424  0.000
H  -4.8361  1.0673  4.2571  0.000
H  -5.2154  0.5342  2.6081  0.000
Br  -4.2281  -9.4307  -6.8716  0.024
C  -4.1806  -8.5257  -5.2257  0.193
C  -5.3303  -8.4729  -4.4384  -0.086
C  -5.2956  -7.8103  -3.2350  0.165
C  -4.1098  -7.1757  -2.8040  -0.032
C  -2.9524  -7.2516  -3.6107  0.171
C  -2.9945  -7.9234  -4.8114  -0.085
N  -4.1674  -6.5143  -1.6239  0.537
N  -3.0837  -5.9373  -1.1689  0.078
C  -2.9505  -4.6582  -1.1421  -0.005
C  -3.9350  -3.7323  -1.6904  -0.001
C  -3.7343  -2.4074  -1.7115  -0.005
C  -2.5154  -1.8381  -1.1691  -0.004
O  -2.2744  -0.6264  -1.2216  0.002
C  -1.5455  -2.7419  -0.5245  0.004
N  -0.4707  -2.1395  0.0328  -0.001
C  0.4522  -2.9034  0.6028  0.000
C  0.3401  -4.2920  0.6468  0.002
C  -0.7607  -4.9060  0.0929  0.026
C  -1.7385  -4.1126  -0.5138  0.020
H  -6.2373  -8.9545  -4.7751  -0.002
H  -6.1691  -7.7578  -2.5996  0.000
H  -2.0301  -6.7952  -3.2781  0.009
H  -2.1128  -7.9932  -5.4328  -0.003
H  -4.8465  -4.1623  -2.0849  -0.009
H  -4.4559  -1.7158  -2.1247  0.000
H  1.2958  -2.3900  1.0449  0.000
H  1.1185  -4.8710  1.1231  0.000
H  -0.8847  -5.9799  0.1201  0.004
C  2.4004  5.5950  3.3853  0.000
C  3.3737  4.8196  2.5412  0.000
C  3.1389  4.6071  1.1870  0.000
C  4.0388  3.9114  0.3914  0.000
C  5.1900  3.3834  0.9589  0.000
N  6.1283  2.6156  0.2178  0.000
C  5.9276  1.7712  -0.8409  0.000
O  6.7930  1.5249  -1.6499  0.000
N  4.6660  1.1741  -0.9760  0.000
C  3.7338  0.8246  -0.0099  0.000
C  4.0335  0.6676  1.3430  0.000
C  3.0087  0.3999  2.2296  0.000
C  1.7154  0.2456  1.7637  0.000
N  1.4376  0.3215  0.4592  0.000
C  2.4160  0.6161  -0.4031  0.000
C  5.4479  3.6008  2.3083  0.000
C  4.5534  4.3173  3.0842  0.000
H  1.4537  5.7298  2.8640  0.000
H  2.7952  6.5845  3.6239  0.000
H  2.2030  5.0862  4.3297  0.000
H  2.2404  5.0100  0.7365  0.000
H  3.8358  3.7860  -0.6652  0.000
H  7.1006  2.8674  0.3128  0.000
H  4.5108  0.8498  -1.9175  0.000
H  5.0503  0.7743  1.6906  0.000
H  3.2090  0.3132  3.2881  0.000
H  0.8765  0.0643  2.4218  0.000
H  2.1264  0.7381  -1.4408  0.000
H  6.3504  3.1952  2.7511  0.000
H  4.7734  4.4796  4.1331  0.000

***

2.
# C18H48F6N4O10S2

A 6-piece molecular cluster, C18H48F6N4O10S2 overall in a non-equilibrium geometry (ωB97M-V with the def2-TZVPD basis set, the OMol25 dataset).

Results
- net charge = +1
- calculated total energy (eV) = -83843.7499
- Kohn-Sham gap (spin up / spin down) (Eh) = 0.08820 / 0.29806
- 2S+1 = 2
- <S²> = 0.7507

Last column: Mulliken spin population.
Element x y z (Å)
C  4.6423  0.0039  -1.5776  0.097
C  3.2633  -0.4459  -2.0178  0.099
C  3.1103  -0.4547  -3.4949  0.348
O  1.7086  -0.6441  -3.7557  -0.430
C  1.3669  -0.6442  -5.1439  0.124
N  2.8166  -1.7381  -1.3382  0.202
H  2.7234  -1.7983  -0.3343  -0.031
H  1.9218  -2.0150  -1.7161  0.445
H  3.4369  -2.4974  -1.5805  -0.461
H  5.3344  -0.8094  -1.7957  -0.063
H  4.6115  0.2651  -0.5198  0.092
H  4.9219  0.8849  -2.1553  -0.035
H  2.5432  0.2857  -1.6512  -0.067
H  3.7140  -1.1875  -4.0305  0.125
H  3.4076  0.5113  -3.9029  0.049
H  0.3178  -0.5088  -5.4071  0.008
H  1.7796  -1.5924  -5.4883  -0.015
H  1.7547  0.2526  -5.6272  0.021
C  -0.1960  -5.2512  1.8360  0.100
C  -1.6020  -4.8090  1.3281  0.124
C  -2.7691  -5.1484  2.2776  -0.002
O  -2.6926  -4.5897  3.5468  -0.017
C  -3.9124  -4.4928  4.2427  0.004
N  -1.5090  -3.2927  1.1416  -0.265
H  -2.4127  -2.8881  0.9421  -0.084
H  -1.2511  -2.8207  1.9965  0.021
H  -0.8835  -3.0297  0.3936  0.251
H  -0.2104  -6.3075  2.1046  -0.009
H  0.0800  -4.9052  2.8322  0.023
H  0.5555  -5.1776  1.0499  -0.103
H  -1.7793  -5.1705  0.3152  0.039
H  -2.8238  -6.2280  2.4179  -0.003
H  -3.6922  -4.9982  1.7178  -0.005
H  -4.5965  -3.9442  3.5952  0.000
H  -3.7381  -4.1536  5.2638  0.001
H  -4.3941  -5.4600  4.3862  -0.001
C  -0.4251  1.6534  -2.5458  0.311
C  -1.6807  1.4320  -1.6747  0.047
C  -2.8827  2.2544  -2.2828  -0.004
O  -3.3240  1.7196  -3.5826  -0.034
C  -4.3714  2.3325  -4.2244  0.004
N  -2.0487  -0.0634  -1.6453  -0.041
H  -2.1467  -0.4639  -2.5674  -0.018
H  -1.3824  -0.5713  -1.0812  0.067
H  -2.9379  -0.2283  -1.1958  -0.020
H  -0.1269  2.6983  -2.6317  0.074
H  -0.6088  1.2532  -3.5428  -0.013
H  0.4315  1.0469  -2.2518  -0.089
H  -1.3649  1.7657  -0.6862  -0.071
H  -2.5734  3.2770  -2.4992  -0.012
H  -3.7159  2.2275  -1.5805  0.012
H  -5.2333  2.1873  -3.5731  -0.001
H  -4.6483  1.7700  -5.1161  0.001
H  -4.1370  3.3573  -4.5126  0.000
C  3.8767  5.7180  0.3797  0.010
C  3.8004  4.2880  0.9519  0.023
C  3.7093  4.1247  2.4756  0.010
O  3.8440  2.7234  2.6544  -0.004
C  3.8346  2.3628  4.0508  0.009
N  2.6139  3.5341  0.2459  -0.017
H  2.8668  3.3489  -0.7142  0.012
H  2.2875  2.7309  0.7640  0.085
H  1.7063  3.9734  0.1872  -0.057
H  2.9532  6.2838  0.5027  -0.002
H  4.0891  5.6384  -0.6864  -0.016
H  4.6135  6.2496  0.9818  -0.003
H  4.7083  3.7839  0.6209  0.018
H  2.7499  4.5664  2.7451  -0.004
H  4.5500  4.6863  2.8831  0.000
H  4.7076  2.7453  4.5797  0.000
H  3.8571  1.2965  4.2755  -0.003
H  2.9339  2.7783  4.5028  0.001
C  -4.9143  0.3656  1.6107  0.010
F  -6.1356  0.6892  2.1192  0.000
F  -4.6149  1.3804  0.7170  0.001
F  -3.9850  0.2073  2.5180  0.000
S  -5.0139  -1.2677  0.5466  0.032
O  -5.7791  -2.2036  1.4038  0.000
O  -5.7669  -0.9151  -0.6659  -0.001
O  -3.6574  -1.6482  0.1901  0.030
C  0.1500  0.1690  3.0762  0.245
F  -1.2082  -0.0774  3.0610  0.008
F  0.3486  1.4020  3.4838  -0.002
F  0.7235  -0.7287  3.9861  -0.003
S  0.8183  -0.2120  1.2681  -0.294
O  1.6071  0.9671  0.8819  -0.054
O  1.7008  -1.3537  1.3369  -0.119
O  -0.3466  -0.4559  0.4091  0.292

***

3.
# C48H67N2P2STeV

C48H67N2P2STeV as an isolated structure (ωB97M-V with the def2-TZVPD basis set, the OMol25 dataset).

Results
- net charge = +1
- energy relative to the best compared isomer or geometry (same formula, charge and spin) (kJ/mol) = 0.0
- calculated total energy (eV) = -116235.6275
- Kohn-Sham gap (spin up / spin down) (Eh) = 0.22225 / 0.27568
- 2S+1 = 2
- <S²> = 0.9677

Last column: Mulliken spin population.
Element x y z (Å)
V  0.4371  0.0003  -0.3569  1.533
C  2.1666  -1.6096  4.0941  -0.004
C  1.3794  -0.5757  3.2856  0.001
C  1.0713  0.6867  4.1154  0.002
P  2.0800  -0.1774  1.6180  -0.053
C  3.4951  1.0153  1.8223  -0.003
C  4.2918  0.8928  3.1232  -0.001
C  3.0954  2.4760  1.6272  0.015
C  2.8577  -1.6916  0.9722  0.016
C  4.0808  -2.2073  1.4065  -0.002
C  4.7358  -3.2269  0.7342  -0.005
C  6.0447  -3.7715  1.2272  0.001
C  4.1457  -3.7217  -0.4282  0.002
C  2.9274  -3.2479  -0.8695  -0.008
C  2.2569  -2.2531  -0.1553  0.037
N  0.9900  -1.7777  -0.6106  -0.053
C  0.0807  -2.7650  -1.1054  -0.021
C  0.0859  -4.0758  -0.6311  -0.009
C  -0.8539  -4.9818  -1.0914  0.005
C  -1.8258  -4.6230  -2.0222  -0.003
C  -2.8529  -5.6091  -2.4966  0.000
C  -1.8275  -3.3095  -2.4753  -0.001
C  -0.8952  -2.3820  -2.0245  0.014
P  -0.7965  -0.6538  -2.5464  0.019
C  0.1040  -0.7703  -4.1730  0.013
C  -0.7957  -1.1304  -5.3553  -0.002
C  1.2312  -1.8058  -4.0981  0.004
C  -2.5244  -0.1789  -2.9626  -0.010
C  -2.5582  1.2591  -3.4875  0.000
C  -3.4733  -0.4147  -1.7890  0.017
H  1.5923  -1.8592  4.9885  0.000
H  3.1323  -1.2273  4.4239  0.000
H  2.3317  -2.5310  3.5378  0.000
H  0.4239  -1.0389  3.0385  -0.006
H  1.4779  1.6066  3.6934  0.001
H  1.4929  0.5852  5.1151  0.000
H  -0.0038  0.8277  4.2215  -0.001
H  4.1372  0.7387  0.9783  -0.010
H  3.6764  1.1153  3.9946  0.000
H  5.0988  1.6277  3.1038  0.000
H  4.7502  -0.0800  3.2695  0.000
H  2.6029  2.8886  2.5110  0.002
H  2.4457  2.6200  0.7665  0.002
H  3.9945  3.0690  1.4515  -0.002
H  4.5441  -1.8041  2.2943  0.001
H  6.4406  -3.1679  2.0425  0.000
H  6.7871  -3.7908  0.4296  0.000
H  5.9304  -4.7933  1.5925  0.000
H  4.6525  -4.4896  -0.9993  0.000
H  2.4850  -3.6476  -1.7719  0.000
H  0.8197  -4.3923  0.0971  0.000
H  -0.8326  -5.9957  -0.7112  0.000
H  -2.4786  -6.6296  -2.4310  0.000
H  -3.1351  -5.4181  -3.5314  0.000
H  -3.7601  -5.5505  -1.8924  0.000
H  -2.5802  -3.0073  -3.1948  0.000
H  0.5516  0.2161  -4.3299  0.002
H  -1.2721  -2.1010  -5.2010  0.000
H  -0.1797  -1.2187  -6.2517  0.000
H  -1.5707  -0.3951  -5.5639  0.000
H  0.8168  -2.8147  -4.1271  0.001
H  1.8445  -1.7072  -3.2047  0.002
H  1.8853  -1.6813  -4.9621  -0.002
H  -2.8279  -0.8408  -3.7803  -0.001
H  -2.0517  1.9527  -2.8164  -0.003
H  -3.5903  1.5963  -3.5936  0.001
H  -2.0784  1.3516  -4.4621  -0.001
H  -3.1551  0.1086  -0.8894  0.002
H  -3.5483  -1.4715  -1.5366  0.003
H  -4.4702  -0.0585  -2.0523  -0.001
Te  2.5465  0.7602  -1.8473  -0.153
C  2.2532  2.7376  -2.4662  0.005
C  1.4213  3.1978  -3.4504  -0.005
C  1.5461  4.5944  -3.6762  0.004
C  2.4804  5.1691  -2.8673  -0.009
S  3.2068  4.0160  -1.8377  -0.002
H  0.7487  2.5595  -4.0058  0.000
H  0.9759  5.1415  -4.4111  0.000
H  2.7838  6.2018  -2.8375  0.000
C  -4.8606  -0.1846  3.6996  -0.001
C  -3.6691  -0.6911  2.9378  0.027
C  -3.3036  -2.0258  2.9784  -0.051
C  -2.1795  -2.4767  2.2919  0.043
C  -1.7801  -3.9243  2.3416  0.000
C  -1.4346  -1.5679  1.5591  0.064
C  -1.7879  -0.2150  1.4738  -0.070
C  -2.9149  0.2032  2.1798  -0.041
N  -1.0000  0.6317  0.6320  -0.250
C  -1.2279  2.1126  0.5875  -0.014
C  -2.6177  2.5605  0.0901  -0.036
C  -2.6883  4.0934  0.0528  0.001
C  -2.3982  4.6629  1.4435  0.000
C  -0.9876  4.2609  1.8796  -0.002
C  0.0347  4.7822  0.8681  0.005
C  -0.2693  4.1909  -0.5093  -0.022
C  -1.6653  4.6235  -0.9498  0.003
C  -0.2229  2.6576  -0.4289  0.043
C  -0.8912  2.7336  1.9511  -0.018
H  -5.3251  -0.9787  4.2806  0.001
H  -5.6139  0.2214  3.0229  0.001
H  -4.5738  0.6127  4.3864  0.001
H  -3.8880  -2.7242  3.5646  0.000
H  -1.9528  -4.3456  3.3314  0.001
H  -0.7270  -4.0527  2.0926  0.000
H  -2.3614  -4.5101  1.6266  0.001
H  -0.5480  -1.9317  1.0591  -0.034
H  -3.2143  1.2339  2.2007  -0.011
H  -3.4351  2.1832  0.6946  -0.002
H  -2.7761  2.1753  -0.9166  0.001
H  -3.6957  4.3789  -0.2603  -0.001
H  -3.1357  4.2946  2.1629  0.000
H  -2.4865  5.7518  1.4242  0.000
H  -0.7738  4.6721  2.8694  0.000
H  1.0471  4.5129  1.1804  0.001
H  -0.0062  5.8733  0.8162  0.000
H  0.4712  4.5226  -1.2364  0.001
H  -1.8825  4.2403  -1.9519  0.000
H  -1.7157  5.7133  -1.0053  0.000
H  0.7960  2.3661  -0.1352  -0.006
H  -0.4169  2.2378  -1.4243  0.035
H  -1.5461  2.3481  2.7322  0.004
H  0.1280  2.4373  2.2121  -0.005

***

4.
# C4H11NO2

A 2-piece molecular cluster, C4H11NO2 overall in a non-equilibrium geometry (ωB97M-V with the def2-TZVPD basis set, the OMol25 dataset).

Results
- net charge = 0
- SMILES string = CC(N)=O.CCO
- energy relative to the best compared isomer or geometry (same formula, charge and spin) (kJ/mol) = 52.7
- calculated total energy (eV) = -9911.6955
- Kohn-Sham gap (Eh) = 0.37576
- 2S+1 = 1

Last column: Mulliken charge in e.
Element x y z (Å)
C  -0.8458  1.1538  2.1261  -0.207
C  -0.7518  2.3043  1.1424  -0.922
O  -1.3452  -0.0276  1.4370  -0.562
H  0.1428  0.9281  2.4831  0.247
H  -1.6443  1.2973  2.8310  0.287
H  -1.6694  2.4078  0.5641  0.268
H  -0.6034  -0.4840  1.0137  0.318
H  0.0487  2.1106  0.4271  0.209
H  -0.4959  3.2527  1.6081  0.349
C  -0.2849  -1.8679  -1.4275  -0.988
C  0.8057  -0.8846  -1.1285  0.796
O  1.0520  -0.5000  0.0035  -0.666
N  1.5842  -0.4802  -2.1685  -0.391
H  2.5075  -0.1490  -1.9452  0.233
H  1.4035  -0.6122  -3.1488  0.173
H  -1.0625  -1.7646  -0.6740  0.260
H  0.0515  -2.9056  -1.4278  0.272
H  -0.7241  -1.7290  -2.4108  0.323